Record 1
Density functional theory data (the ωB97M-V functional and the def2-TZVPD basis) for a structure of composition C22H51LuN4OP2 in a non-equilibrium geometry.

XYZ file:
```
81
Properties=species:S:1:pos:R:3:mulliken_charge:R:1
Lu -0.059 -0.433 0.231 0.624
P -1.013 1.355 -2.676 1.001
P -0.861 -2.493 1.716 0.386
N -1.868 0.282 1.084 -0.065
C -2.054 1.648 -1.151 -0.857
H -1.565 2.454 -0.578 0.374
H -2.945 2.120 -1.600 0.414
C -2.632 0.600 -0.128 -1.076
H -3.590 1.052 0.199 0.767
H -2.926 -0.309 -0.699 0.193
C -2.667 -0.316 2.158 -1.025
H -3.672 -0.592 1.779 0.422
H -2.855 0.442 2.940 0.412
C -2.010 -1.546 2.830 -0.951
H -2.785 -2.245 3.178 0.408
H -1.432 -1.236 3.713 0.461
C -0.061 -3.755 2.775 0.704
C 0.918 -3.097 3.756 -1.454
H 0.429 -2.358 4.400 0.387
H 1.752 -2.605 3.235 0.195
H 1.350 -3.879 4.394 0.460
C -2.043 -3.376 0.584 0.829
C -1.340 -3.871 -0.688 -1.080
H -2.084 -4.372 -1.323 0.482
H -0.537 -4.590 -0.473 0.196
H -0.914 -3.052 -1.286 -0.021
C -1.884 1.956 -4.158 0.547
C -0.995 1.927 -5.411 -1.305
H -1.590 2.303 -6.252 0.473
H -0.672 0.908 -5.666 0.361
H -0.112 2.577 -5.318 0.208
C 0.549 2.305 -2.351 1.809
C 1.768 1.724 -3.077 -1.550
H 2.641 2.345 -2.840 0.510
H 1.646 1.728 -4.168 0.295
H 1.997 0.700 -2.756 0.255
C -0.522 -0.375 -3.132 -1.183
C -2.824 -4.481 1.293 -1.508
H -3.414 -4.090 2.129 0.324
H -3.528 -4.920 0.576 0.471
H -2.185 -5.290 1.671 0.286
C -2.566 3.318 -3.990 -1.377
H -3.089 3.551 -4.927 0.481
H -3.320 3.308 -3.194 0.383
H -1.843 4.122 -3.791 0.258
C 0.430 3.814 -2.591 -1.774
H 1.345 4.301 -2.220 0.490
H 0.361 4.051 -3.662 0.328
H -0.415 4.272 -2.061 0.408
C 0.634 -4.854 1.958 -1.480
H 1.310 -4.434 1.199 0.281
H 1.248 -5.460 2.639 0.470
H -0.073 -5.531 1.462 0.243
H -0.901 -4.190 3.343 0.623
H 0.717 2.157 -1.265 -0.566
H -2.761 -2.590 0.290 0.084
H -2.678 1.195 -4.283 0.357
O -0.124 -0.894 -1.875 -0.768
H -1.217 -0.986 -3.742 0.460
H 0.146 -0.372 -4.038 0.497
C 1.489 3.293 2.987 -1.156
N 2.535 2.411 2.476 0.239
C 3.897 2.884 2.685 -1.180
C 2.214 1.388 1.658 0.293
N 0.991 1.318 1.093 -0.379
N 3.085 0.391 1.372 0.307
C 4.321 0.164 2.100 -1.226
C 2.598 -0.717 0.559 -1.183
H 1.934 3.899 3.781 0.451
H 0.662 2.717 3.417 0.357
H 1.097 3.970 2.212 0.347
H 4.400 2.331 3.492 0.318
H 4.494 2.839 1.765 0.377
H 3.828 3.930 3.005 0.446
H 0.396 2.099 1.367 0.116
H 4.644 -0.863 1.906 0.413
H 5.121 0.823 1.742 0.366
H 4.188 0.276 3.185 0.410
H 1.830 -1.326 1.109 0.390
H 2.231 -0.357 -0.423 0.121
H 3.429 -1.392 0.351 0.595
```

Kohn-Sham gap, eV: 8.80
Net charge: +2
Energy above the lowest of the compared OMol25 structures with the same formula, charge and spin, kJ/mol: 0.0

---

Record 2
Density functional theory data (the ωB97M-V functional and the def2-TZVPD basis) for a structure of composition C18H44F6Li2O13S2V in a non-equilibrium geometry.

XYZ file:
```
86
Properties=species:S:1:pos:R:3:mulliken_charge:R:1
O 4.027 0.223 4.177 -0.506
V 3.051 0.409 3.017 1.324
Li 1.317 -3.372 -0.844 0.881
Li -1.838 -0.520 2.792 0.838
C 0.066 2.478 5.625 0.514
F -0.073 3.389 4.640 -0.181
F 1.189 2.718 6.273 -0.206
F -0.976 2.523 6.413 -0.164
S 0.167 0.819 4.861 0.922
O 0.352 -0.086 5.920 -0.597
O -1.072 0.731 4.114 -0.578
O 1.362 0.914 3.962 -0.089
C 0.188 0.791 -0.727 0.443
F -0.802 0.187 -1.369 -0.041
F 1.214 1.027 -1.534 -0.131
F -0.234 1.921 -0.188 -0.094
S 0.709 -0.346 0.623 0.022
O 0.938 -1.631 0.014 -0.205
O 1.924 0.297 1.169 -0.385
O -0.373 -0.348 1.581 -0.140
C -3.865 2.754 5.332 -1.058
C -3.555 3.738 4.235 -0.102
O -3.582 3.054 2.984 -0.369
C -2.560 3.385 2.040 0.371
C -3.097 3.058 0.648 -1.087
H -3.198 1.896 5.233 0.065
H -3.746 3.178 6.329 0.364
H -4.892 2.395 5.250 0.366
H -4.294 4.545 4.200 0.318
H -2.588 4.211 4.458 0.188
H -2.345 4.456 2.125 0.405
H -1.662 2.813 2.317 -0.248
H -2.865 2.043 0.337 0.049
H -2.662 3.775 -0.053 0.341
H -4.165 3.250 0.645 0.425
C -2.342 -2.594 -0.519 -0.943
C -3.487 -3.332 -1.181 0.468
C -3.857 -2.783 -2.556 -1.175
O -3.205 -4.750 -1.255 -0.544
H -1.454 -2.510 -1.158 0.060
H -2.006 -3.179 0.349 0.426
H -2.588 -1.587 -0.179 0.316
H -4.391 -3.278 -0.567 0.257
H -3.691 -1.702 -2.538 0.284
H -4.870 -3.052 -2.827 0.368
H -3.178 -3.176 -3.318 0.223
H -2.277 -4.915 -1.074 0.273
C 0.006 -2.210 -4.072 -0.499
C 0.986 -3.382 -4.028 0.375
C 2.430 -2.961 -4.150 -1.314
O 0.870 -4.052 -2.696 -0.470
H 0.008 -1.642 -3.137 -0.210
H -1.023 -2.570 -4.159 0.102
H 0.241 -1.576 -4.922 0.368
H 0.689 -4.104 -4.789 0.409
H 3.109 -3.815 -4.083 0.328
H 2.721 -2.211 -3.414 0.201
H 2.664 -2.561 -5.142 0.446
H 0.192 -4.733 -2.767 0.226
C 5.100 -4.616 0.234 -1.111
C 4.525 -4.119 -1.051 -0.133
O 3.431 -3.172 -0.824 -0.297
H 4.577 -5.487 0.625 0.297
H 5.116 -3.807 0.972 0.290
H 6.133 -4.944 0.110 0.357
H 4.060 -4.908 -1.642 0.276
H 5.251 -3.650 -1.715 0.260
H 3.592 -2.758 0.030 0.127
C 0.040 1.863 -4.572 -0.454
C -0.308 1.330 -5.965 -0.363
O -0.653 2.415 -6.809 -0.545
H -0.775 2.491 -4.209 0.313
H 0.930 2.478 -4.706 0.310
H 0.163 1.065 -3.845 -0.112
H -1.200 0.700 -5.932 0.230
H 0.551 0.794 -6.378 0.296
H 0.062 2.586 -7.427 0.320
C 1.728 4.160 1.853 -0.643
C 2.732 3.774 2.879 -0.096
O 3.341 2.447 2.555 -0.321
H 2.095 4.183 0.824 0.393
H 1.246 5.099 2.115 0.403
H 0.939 3.397 1.813 -0.079
H 2.248 3.590 3.830 -0.004
H 3.549 4.475 3.028 0.362
H 3.913 2.612 1.789 0.293
```

Kohn-Sham gap (alpha / beta), eV: 5.25 / 5.73
Net charge: +2
2S+1: 2

---

Record 3
Density functional theory data (the ωB97M-V functional and the def2-TZVPD basis) for a structure of composition C44H42N18OPdS in a non-equilibrium geometry.

XYZ file:
```
107
Properties=species:S:1:pos:R:3:mulliken_charge:R:1
Pd -0.144 -0.289 -0.104 -0.288
C 4.618 2.259 -0.875 -1.349
N 3.687 1.288 -0.342 1.114
C 2.479 0.967 -0.811 -0.607
N 1.922 0.064 -0.019 0.088
C 2.872 -0.143 0.932 -0.793
N 3.952 0.587 0.779 -0.935
C 5.563 1.664 -1.896 0.987
C 6.530 2.469 -2.490 -0.866
C 7.427 1.932 -3.406 -0.569
C 7.368 0.583 -3.735 -0.981
C 6.400 -0.215 -3.138 -0.158
C 5.507 0.326 -2.225 -0.027
C 6.319 -1.637 -3.443 0.585
N 7.151 -2.393 -4.073 -0.526
N 6.582 -3.663 -4.097 -0.501
C 5.453 -3.567 -3.480 0.543
O 5.223 -2.314 -3.034 -0.229
C 4.439 -4.586 -3.229 0.077
C 4.710 -5.923 -3.507 -0.932
C 3.732 -6.874 -3.280 -0.673
C 2.490 -6.498 -2.778 -0.744
C 2.219 -5.168 -2.491 0.821
C 0.867 -4.748 -1.960 -1.182
N 0.140 -3.908 -2.895 1.063
C 0.060 -2.569 -2.957 -0.060
N -0.589 -2.203 -4.044 -0.646
C -0.873 -3.394 -4.633 -0.346
N -0.445 -4.453 -3.984 -0.920
C 3.199 -4.213 -2.719 -0.293
H 5.184 2.654 -0.033 0.360
H 4.033 3.079 -1.295 0.350
H 2.036 1.415 -1.683 0.651
H 2.750 -0.835 1.747 0.588
H 6.580 3.521 -2.236 0.471
H 8.174 2.566 -3.864 0.391
H 8.059 0.141 -4.440 0.515
H 4.774 -0.319 -1.762 0.731
H 5.678 -6.194 -3.907 0.522
H 3.932 -7.915 -3.497 0.394
H 1.725 -7.247 -2.611 0.390
H 0.964 -4.183 -1.032 0.272
H 0.253 -5.626 -1.767 0.451
H 0.437 -1.918 -2.176 0.557
H -1.407 -3.481 -5.566 0.461
H 3.000 -3.169 -2.506 0.798
C -0.965 4.989 2.350 -0.793
N 0.313 4.822 1.660 -0.305
C 0.599 3.698 0.925 0.538
S 1.186 3.872 -0.649 -0.511
N 0.451 2.519 1.519 0.835
C 0.307 2.281 2.941 -1.045
H -1.634 5.620 1.761 0.321
H -0.823 5.447 3.330 0.297
H -1.458 4.030 2.478 0.187
H 0.601 5.641 1.148 0.295
H 0.456 1.672 0.944 -0.443
H 0.634 3.152 3.504 0.463
H 0.938 1.434 3.212 0.271
H -0.723 2.037 3.213 0.236
N -7.274 -6.218 5.141 -0.500
C -6.660 -5.610 4.385 0.040
C -5.892 -4.847 3.439 0.469
C -6.193 -4.912 2.081 -0.841
C -5.448 -4.185 1.172 -0.380
C -4.409 -3.376 1.617 0.744
C -4.113 -3.300 2.974 -0.413
C -4.846 -4.041 3.881 -0.849
N -3.651 -2.630 0.691 0.355
C -4.104 -2.054 -0.482 -0.448
C -3.022 -1.460 -1.043 -1.226
N -1.911 -1.656 -0.255 0.324
C -2.316 -2.359 0.767 -1.000
H -7.002 -5.544 1.741 0.437
H -5.659 -4.258 0.114 0.482
H -3.325 -2.643 3.317 0.486
H -4.621 -3.985 4.937 0.431
H -5.138 -2.089 -0.779 0.736
H -2.969 -0.901 -1.960 0.593
H -1.693 -2.713 1.571 0.573
C -1.738 1.770 -1.898 -0.518
C -2.538 1.988 -0.660 0.593
N -2.233 1.474 0.506 0.457
C -3.197 1.910 1.385 -1.335
C -4.098 2.699 0.742 -0.373
N -3.668 2.752 -0.568 0.301
C -4.383 3.389 -1.647 -1.323
N -5.689 2.804 -1.823 0.697
N -6.773 3.411 -1.282 -0.682
N -7.787 2.644 -1.375 -0.553
C -7.388 1.466 -1.974 0.443
C -8.110 0.310 -2.283 -0.806
C -7.418 -0.725 -2.867 -0.535
C -6.039 -0.622 -3.151 -0.842
C -5.318 0.512 -2.858 -0.641
C -6.027 1.557 -2.259 1.213
H -1.149 0.852 -1.733 -0.688
H -1.052 2.598 -2.071 0.346
H -2.355 1.626 -2.787 0.467
H -3.191 1.617 2.422 0.512
H -4.995 3.200 1.065 0.627
H -3.799 3.281 -2.559 0.648
H -4.539 4.446 -1.442 0.251
H -9.167 0.244 -2.065 0.427
H -7.936 -1.639 -3.125 0.415
H -5.536 -1.460 -3.617 0.442
H -4.265 0.584 -3.088 0.542
```

Kohn-Sham gap, eV: 6.31
Energy above the lowest of the compared OMol25 structures with the same formula, charge and spin, kJ/mol: 44.9

---

Record 4
Density functional theory data (the ωB97M-V functional and the def2-TZVPD basis) for a structure of composition C19H53As2F12N5O8 in a non-equilibrium geometry.

XYZ file:
```
99
Properties=species:S:1:pos:R:3:mulliken_charge:R:1
C 1.827 4.233 1.961 -1.536
C 2.367 2.841 1.978 0.699
C 3.685 2.653 2.770 -1.128
O 4.266 1.419 2.611 0.076
C 5.503 1.291 3.255 -0.971
N 1.441 1.770 2.574 0.790
H 1.111 2.187 3.421 0.403
H 0.795 1.516 1.880 -0.069
H 1.999 0.959 2.740 -0.010
H 1.741 4.590 2.996 0.360
H 0.893 4.202 1.474 0.406
H 2.592 4.785 1.428 0.432
H 2.548 2.469 0.925 -0.121
H 3.512 2.885 3.836 0.454
H 4.413 3.456 2.451 0.638
H 6.156 2.098 2.944 0.400
H 5.930 0.309 3.064 0.255
H 5.399 1.411 4.379 0.301
C 4.861 0.824 -0.200 -0.691
C 4.260 0.450 -1.488 0.492
C 5.356 -0.004 -2.439 -1.041
O 4.716 -0.471 -3.608 -0.268
C 5.334 -0.292 -4.830 -0.791
N 3.255 -0.716 -1.431 0.011
H 2.459 -0.562 -0.742 0.015
H 2.797 -0.810 -2.307 0.418
H 3.689 -1.655 -1.186 0.424
H 4.133 0.951 0.564 -0.425
H 5.472 1.760 -0.304 0.405
H 5.514 -0.012 0.068 0.421
H 3.620 1.234 -1.948 0.237
H 5.881 -0.891 -2.016 0.427
H 6.110 0.813 -2.572 0.418
H 6.198 -0.976 -4.807 0.323
H 5.720 0.738 -5.016 0.310
H 4.635 -0.540 -5.604 0.246
C -3.934 1.618 -3.788 -1.310
C -3.610 0.970 -5.103 0.256
C -2.692 1.796 -6.023 -0.688
O -2.311 0.981 -7.138 -0.357
C -1.237 1.543 -7.878 -0.689
N -2.783 -0.379 -5.044 -0.174
H -1.762 -0.150 -4.822 0.264
H -3.156 -1.041 -4.324 0.328
H -2.839 -0.812 -5.970 0.429
H -4.476 0.998 -3.101 0.438
H -4.505 2.565 -3.941 0.396
H -3.018 1.912 -3.289 0.231
H -4.546 0.644 -5.650 0.360
H -1.781 2.054 -5.411 0.333
H -3.253 2.695 -6.334 0.429
H -1.279 2.653 -7.810 0.320
H -1.452 1.253 -8.899 0.264
H -0.324 1.179 -7.404 0.269
C -2.678 -0.276 3.248 -1.101
C -3.971 -0.950 2.745 0.716
O -4.027 -1.640 1.698 -0.787
N -5.120 -0.777 3.412 -0.139
H -8.511 5.012 5.078 0.429
H -5.913 -1.124 2.911 0.268
C -5.216 -0.183 4.731 -0.848
H -2.403 -0.888 4.147 0.498
H -2.860 0.690 3.601 0.615
H -1.907 -0.156 2.506 -0.101
H -4.398 0.424 5.113 0.319
H -5.275 -1.041 5.369 0.304
H -6.114 0.467 4.629 0.299
C -1.592 -3.379 1.879 0.009
C -2.019 -4.275 2.977 0.695
O -2.072 -4.322 4.122 -0.338
N -2.866 -5.616 2.242 -0.388
H -2.751 -5.616 1.248 0.343
H -2.501 -6.488 2.636 0.333
C -4.384 -5.366 2.502 -0.748
H -2.320 -2.557 1.690 -0.101
H -1.387 -3.834 0.923 0.508
H -0.622 -2.961 2.121 -0.313
H -5.001 -6.217 2.286 0.347
H -4.600 -4.508 1.835 0.320
H -4.505 -5.127 3.585 0.303
As 2.015 -1.760 3.756 2.131
F 0.998 -3.044 3.434 -0.501
F 2.586 -2.597 5.193 -0.491
F 3.038 -0.337 4.056 -0.578
F 1.368 -1.008 2.315 -0.684
F 0.754 -0.905 4.580 -0.480
F 3.282 -2.405 2.848 -0.479
As -0.275 -0.544 -2.189 2.066
F -1.479 0.395 -1.273 -0.528
F 0.118 -1.488 -0.824 -0.426
F 0.826 -1.438 -3.181 -0.524
F -0.637 0.418 -3.639 -0.724
F 1.115 0.564 -1.917 -0.509
F -1.604 -1.660 -2.652 -0.560
O -2.611 2.318 0.864 -0.574
C -1.303 2.336 1.322 0.492
O -1.108 3.314 2.094 -0.543
O -0.521 1.515 0.984 -0.331
H -2.776 1.639 0.101 0.390
```

Kohn-Sham gap, eV: 1.69
Net charge: +2
Energy above the lowest of the compared OMol25 structures with the same formula, charge and spin, kJ/mol: 540.8

---

Across the entries above, E takes the values -83835.6996 -110059.0615 -89493.3633 -198663.9116 eV, respectively.